Molecular formula: C2H4FNO
Method: DFT, ωB97M-V with the def2-TZVPD basis set

## Properties
Strongest force on any atom   3.71 eV Å⁻¹
Electronic energy   -308.296809 hartree
Highest occupied orbital energy   -9.38 eV
Lowest unoccupied orbital energy   -0.375 eV
Energy above the lowest of the compared OMol25 structures with the same formula, charge and spin   116.8 kcal per mole

The geometry in XYZ format:
```
9
Properties=species:S:1:pos:R:3:mulliken_charge:R:1
C -0.93944 0.52514 0.25980 -0.3818
C 0.65308 -0.08935 -0.62720 -0.1754
N -2.40446 0.22260 0.47774 0.0078
O -2.96966 -0.11282 -0.52233 -0.2748
F 1.69178 0.44455 0.11676 -0.2464
H -0.44244 0.70155 1.25600 0.3198
H -1.00014 1.44060 -0.41990 0.2179
H 0.54143 -1.19323 -0.53795 0.2581
H 0.66753 0.24334 -1.69095 0.2747
```

Molecular formula: C6H7FO
Method: DFT, ωB97M-V with the def2-TZVPD basis set

## Properties
Strongest force on any atom   2.97 eV Å⁻¹
Electronic energy   -407.839589 hartree
SMILES   C=CC(=O)C(=C)CF
Highest occupied orbital energy   -9.99 eV
Lowest unoccupied orbital energy   0.025 eV
Energy above the lowest of the compared OMol25 structures with the same formula, charge and spin   49.6 kcal per mole

The geometry in XYZ format:
```
15
Properties=species:S:1:pos:R:3:mulliken_charge:R:1
C -0.58800 -1.98298 -0.59935 -0.1905
C -0.35034 -0.51775 -0.35337 0.2656
C -1.01164 0.45585 -1.07070 -0.8298
C 1.07692 -0.19741 0.19223 0.7560
C 1.27428 1.11774 0.89573 -0.4279
C 0.28454 1.73242 1.57963 -0.5890
H 0.25427 -2.34486 -1.20122 0.2349
H -0.81888 -2.59974 0.36424 0.2373
H -0.51211 1.53090 -1.16281 0.2378
H -1.84329 0.12374 -1.67063 0.3556
H 2.32091 1.51561 1.02466 0.2952
H -0.75272 1.42477 1.55191 0.3019
H 0.37943 2.74518 2.12826 0.2324
O 1.99071 -0.94370 -0.08740 -0.5357
F -1.70408 -2.05977 -1.59117 -0.3438
```

Molecular formula: C25H26Br2N7O4SSeTi
Method: DFT, ωB97M-V with the def2-TZVPD basis set

## Properties
Strongest force on any atom   2.24 eV Å⁻¹
Spin multiplicity   2
Electronic energy   -10449.380051 hartree
Highest occupied orbital energy (alpha / beta)   -12.71 / -12.71 eV
Expectation value of S²   0.7561
Net charge   +2
Lowest unoccupied orbital energy (alpha / beta)   -6.156 / -6.353 eV
Energy above the lowest of the compared OMol25 structures with the same formula, charge and spin   21.8 kcal per mole

The geometry in XYZ format:
```
67
Properties=species:S:1:pos:R:3:mulliken_charge:R:1
Ti -1.19613 -0.24999 -0.09017 -0.5420
O 0.20903 -3.41802 2.02376 -0.4677
C -0.33891 -2.33053 1.60523 0.5568
O -0.42257 -2.02811 0.41354 -0.1887
C -0.92406 -1.35972 2.59210 0.1516
C -1.04380 -1.43297 3.95937 -0.6045
C -1.64983 -0.35329 4.60972 -0.6389
C -2.10770 0.74110 3.88796 -0.7798
C -1.95451 0.73283 2.51291 0.5269
N -1.36998 -0.30451 1.92075 0.9317
C -2.35969 1.79358 1.49269 0.2416
O -2.74001 2.88253 1.79299 -0.5838
O -2.16646 1.32357 0.25104 -0.3977
H 0.59492 -3.90427 1.26957 0.4412
H -0.69609 -2.30239 4.50246 0.6109
H -1.76956 -0.37410 5.68529 0.5004
H -2.59147 1.57909 4.37546 0.6496
Br -1.34295 -1.43363 -6.73808 -0.0796
C -1.19944 -1.13406 -4.91227 -0.2417
C -0.11104 -0.45947 -4.39493 -0.9392
C -0.07820 -0.22138 -3.03574 -0.4370
N -1.05060 -0.62411 -2.20538 0.8061
C -2.07632 -1.34945 -2.70985 0.9286
C -2.19163 -1.59991 -4.05750 -0.9182
C -3.07986 -1.87174 -1.72076 0.7751
C -3.95020 -2.89454 -2.04315 -0.8356
C -4.83824 -3.34134 -1.07724 -0.1005
Br -5.98591 -4.74883 -1.45256 -0.0685
C -4.85473 -2.73781 0.16979 -1.0211
C -3.94358 -1.73456 0.41147 -0.1389
N -3.05593 -1.31387 -0.49762 0.5194
H 0.69445 -0.11973 -5.02962 0.4947
H 0.75095 0.29277 -2.57170 0.5961
H -3.03781 -2.13801 -4.45808 0.5082
H -3.93207 -3.36225 -3.01632 0.4399
H -5.54852 -3.04882 0.93691 0.4632
H -3.92228 -1.23594 1.37231 0.4612
C 6.29695 -2.25000 -0.04515 -1.0262
N 4.83336 -2.25594 -0.08612 -0.2005
C 3.96770 -1.30541 -0.45105 0.7775
S 2.30775 -1.71865 -0.65909 -0.4710
N 4.35288 -0.04436 -0.67284 -0.1323
C 5.58525 0.64768 -0.29590 -1.1574
H 6.63972 -3.24404 -0.32070 0.3442
H 6.67719 -2.01693 0.94765 0.3249
H 6.70399 -1.54997 -0.76592 0.3753
H 4.38339 -3.13772 0.08961 0.2278
H 3.60014 0.53518 -1.00475 0.1538
H 6.01664 0.21496 0.60155 0.4451
H 5.32738 1.68170 -0.07708 0.3145
H 6.32470 0.64093 -1.09470 0.3479
C 0.96572 3.14035 2.81758 -0.9573
N 0.47259 3.61773 1.52522 0.3850
C -0.01856 4.89548 1.31548 -0.4402
C -0.42773 4.94872 0.03724 -0.4624
N -0.17945 3.70517 -0.51917 0.3348
C -0.50560 3.33705 -1.89610 -0.7328
C 0.35759 2.89004 0.40040 -0.1549
Se 1.00260 1.11753 0.12362 -0.7380
H 1.76811 3.78754 3.16218 0.3739
H 1.34096 2.13062 2.69085 0.2782
H 0.15351 3.15491 3.54202 0.3543
H -0.03301 5.64128 2.09125 0.5248
H -0.86283 5.75469 -0.52822 0.4559
H -0.98602 4.18792 -2.36839 0.3337
H -1.18629 2.49246 -1.89590 0.2029
H 0.40203 3.08295 -2.43797 0.2986
```

Molecular formula: C4H7NO
Method: DFT, ωB97M-V with the def2-TZVPD basis set

## Properties
Strongest force on any atom   0.35 eV Å⁻¹
Electronic energy   -286.485405 hartree
SMILES   C[N@@H+]1C/C1=C\[O-]
Highest occupied orbital energy   -7.89 eV
Lowest unoccupied orbital energy   0.466 eV
Energy above the lowest of the compared OMol25 structures with the same formula, charge and spin   91.8 kcal per mole

The geometry in XYZ format:
```
13
Properties=species:S:1:pos:R:3:mulliken_charge:R:1
C 1.65570 -0.27532 -0.56034 -0.9133
C -0.50065 -0.07799 0.85374 -0.2918
C -0.32828 1.21832 0.22017 -0.3026
N 0.21148 -0.00613 -0.46183 -0.0067
C -1.71350 -0.83237 0.90405 -0.0177
O -2.74828 -0.50818 1.47138 -0.5393
H 1.83063 -0.99527 -1.36313 0.3330
H 2.20880 0.64254 -0.77357 0.3176
H 1.97812 -0.69767 0.39118 0.3124
H -1.12963 1.70255 -0.34651 0.2452
H 0.45240 1.91031 0.54335 0.2166
H -0.29893 -0.23648 -1.31209 0.3619
H -1.61788 -1.84431 0.43360 0.2847
```